Entry 1:
Here is a structure of composition C34H45IN9O4ReS2 from the OMol25 dataset. Energies are from ωB97M-V/def2-TZVPD.

```
! RIJCOSX wB97M-V def2-TZVPD def2/J DEFGRID3
* xyz 1 2
Re -0.12682 0.94254 -0.90810
N -0.16262 2.99379 2.70103
C -0.46605 2.24711 1.64823
O 0.32769 2.23428 0.67857
C -1.70834 1.40576 1.61607
C -1.93543 0.84326 0.19584
H 0.71420 3.48953 2.71109
H -0.75499 3.01298 3.51231
H -2.54185 2.01132 1.98283
H -1.56565 0.59297 2.33485
H -2.70139 1.43727 -0.30713
H -2.31486 -0.17867 0.25197
I 1.36801 -5.86730 4.87867
C 1.22398 -4.03062 3.89878
C 2.15340 -3.09225 4.06965
C 2.10966 -1.86175 3.28742
C 1.23774 -1.67527 2.29146
C 0.20575 -2.70373 1.94533
C 0.08464 -3.87936 2.94036
C 1.33105 -0.43286 1.46105
O 2.13368 0.44970 1.67832
O 0.48021 -0.46018 0.44744
H 2.96983 -3.23551 4.76441
H 2.83344 -1.08197 3.49038
H 0.31314 -3.02362 0.90664
H -0.00495 -4.81415 2.39637
C 0.72644 0.13128 -4.80370
N 0.83233 -1.24211 -4.33880
C 0.17892 -1.76625 -3.31658
N 0.20432 -3.10564 -3.19230
S -0.81280 -0.94535 -2.17444
H 1.61034 0.35998 -5.39535
H 0.69277 0.80411 -3.95882
H -0.16863 0.26923 -5.41168
H 1.29689 -1.88799 -4.96028
H 0.53343 -3.69899 -3.93705
H -0.39395 -3.51797 -2.49590
C 4.73594 3.04186 -3.08482
N 4.19997 1.83957 -2.45507
C 5.00915 0.84998 -2.02014
C 4.49554 -0.26861 -1.47629
C 3.07340 -0.35196 -1.36814
N 2.26757 0.67035 -1.66428
C 2.81490 1.78679 -2.25861
O 2.14208 2.72163 -2.65241
N 2.54915 -1.53252 -1.01325
H 5.76539 2.84858 -3.37602
H 4.69715 3.88633 -2.39827
H 4.14181 3.28676 -3.96066
H 6.07113 1.00251 -2.15552
H 5.12618 -1.07887 -1.14797
H 3.15343 -2.22782 -0.61107
H 1.56179 -1.57850 -0.79667
C -3.63292 -4.00037 3.81426
N -2.29884 -4.51453 3.52158
C -2.30689 -5.37133 2.34596
C -1.30651 -3.48810 3.58469
S -1.51221 -2.14509 2.22638
N -1.33283 -2.91339 4.89408
C -1.42935 -3.78061 6.05722
C -0.69350 -1.65599 5.20926
H -3.93557 -3.22536 3.09316
H -3.67739 -3.57493 4.81198
H -4.34871 -4.81713 3.75398
H -1.47195 -6.07018 2.35245
H -2.30480 -4.80064 1.40625
H -3.21361 -5.97121 2.37142
H -1.70020 -4.78973 5.76342
H -2.19199 -3.39955 6.74445
H -0.48023 -3.82173 6.60322
H -0.70874 -0.98561 4.35472
H 0.34467 -1.77708 5.54268
H -1.24575 -1.18263 6.02560
C -2.75580 2.27779 -5.64527
C -3.24063 1.56134 -4.56209
C -2.58576 1.60695 -3.33778
C -1.43511 2.36942 -3.19993
C -0.95954 3.11321 -4.28010
C -1.61430 3.05810 -5.49792
N -0.72070 2.44193 -1.95560
C -0.64840 3.80712 -1.49055
C -1.81544 4.57311 -1.53304
C -1.82375 5.86814 -1.04231
C -0.66669 6.42047 -0.51423
C 0.49415 5.66291 -0.47689
C 0.51069 4.36359 -0.95998
H -3.27340 2.24722 -6.59470
H -4.14192 0.97080 -4.65997
H -2.98279 1.06576 -2.49067
H -0.06648 3.71179 -4.15386
H -1.23694 3.63124 -6.33461
H -2.72117 4.14818 -1.94523
H -2.73662 6.44739 -1.08162
H -0.66829 7.43549 -0.14026
H 1.40619 6.08980 -0.07974
H 1.42188 3.79380 -0.95013
*
```

## Properties
⟨S²⟩: 0.771
Frontier orbital gap (spin up / spin down): 7.12 / 7.21 eV
E_LUMO (spin up / spin down): -2.7292 / -2.6441 eV

Taken from the Löwdin analysis, the atomic charges in e are: number 1, Re, carries 1.340; number 2, N, carries 0.235; number 3, C, carries -0.463; number 4, O, carries -0.127; number 5, C, carries -0.155; number 6, C, carries -0.289; number 7, H, carries 0.135; number 8, H, carries 0.127; number 9, H, carries 0.126; number 10, H, carries 0.071; number 11, H, carries 0.052; number 12, H, carries 0.020; number 13, I, carries 0.955; number 14, C, carries -0.672; number 15, C, carries -0.145; number 16, C, carries 0.000; number 17, C, carries -0.164; number 18, C, carries -0.426; number 19, C, carries -0.308; number 20, C, carries -0.569; number 21, O, carries 0.082; number 22, O, carries -0.324; number 23, H, carries 0.099; number 24, H, carries 0.126; number 25, H, carries 0.107; number 26, H, carries 0.096; number 27, C, carries -0.046; number 28, N, carries -0.009; number 29, C, carries -0.759; number 30, N, carries 0.103; number 31, S, carries 0.731; number 32, H, carries 0.100; number 33, H, carries 0.036; number 34, H, carries 0.096; number 35, H, carries 0.149; number 36, H, carries 0.116; number 37, H, carries 0.094; number 38, C, carries 0.002; number 39, N, carries -0.040; number 40, C, carries -0.035; number 41, C, carries 0.007; number 42, C, carries -0.356; number 43, N, carries 0.126; number 44, C, carries -0.488; number 45, O, carries 0.032; number 46, N, carries 0.194; number 47, H, carries 0.093; number 48, H, carries 0.104; number 49, H, carries 0.096; number 50, H, carries 0.138; number 51, H, carries 0.115; number 52, H, carries 0.124; number 53, H, carries 0.053; number 54, C, carries -0.072; number 55, N, carries -0.221; number 56, C, carries -0.083; number 57, C, carries -0.581; number 58, S, carries 1.009; number 59, N, carries -0.218; number 60, C, carries -0.107; number 61, C, carries -0.088; number 62, H, carries 0.079; number 63, H, carries 0.078; number 64, H, carries 0.089; number 65, H, carries 0.077; number 66, H, carries 0.082; number 67, H, carries 0.088; number 68, H, carries 0.071; number 69, H, carries 0.088; number 70, H, carries 0.066; number 71, H, carries 0.045; number 72, H, carries 0.081; number 73, H, carries 0.092; number 74, C, carries -0.084; number 75, C, carries -0.070; number 76, C, carries -0.070; number 77, C, carries -0.329; number 78, C, carries -0.030; number 79, C, carries -0.072; number 80, N, carries -0.132; number 81, C, carries -0.269; number 82, C, carries -0.015; number 83, C, carries -0.072; number 84, C, carries -0.083; number 85, C, carries -0.067; number 86, C, carries -0.047; number 87, H, carries 0.105; number 88, H, carries 0.108; number 89, H, carries 0.086; number 90, H, carries 0.124; number 91, H, carries 0.108; number 92, H, carries 0.119; number 93, H, carries 0.107; number 94, H, carries 0.105; number 95, H, carries 0.106; number 96, H, carries 0.087

***

Entry 2:
Here is a cluster of 2 separate species, C34H45N2O2Si in total from the OMol25 dataset. Energies are from ωB97M-V/def2-TZVPD.

```
! RIJCOSX wB97M-V def2-TZVPD def2/J DEFGRID3
* xyz 1 1
C -4.80433 -1.84069 3.04923
Si -3.05691 -2.45135 3.29285
C -2.46721 -2.20294 5.04623
C -2.84759 -4.21991 2.78664
O -2.03401 -1.47158 2.38707
C -1.34103 -1.65212 1.16814
C -0.05328 -2.49366 1.39985
C 0.49202 -2.60780 2.68087
C 1.63167 -3.39609 2.88341
C 2.25911 -3.99536 1.78973
C 1.75362 -3.82492 0.49767
C 0.58944 -3.07727 0.30434
C -2.32289 -2.21785 0.11944
C -2.25350 -3.52998 -0.35868
C -3.18561 -3.98195 -1.30514
C -4.24102 -3.15664 -1.69270
C -4.36849 -1.87961 -1.13895
C -3.41679 -1.42089 -0.22342
C -0.88696 -0.19799 0.79235
C 0.04027 0.45793 1.85118
C 1.46486 0.36982 1.30071
C 1.31264 0.17194 -0.21290
N -0.08917 -0.15925 -0.44331
C -0.59425 -0.25557 -1.67016
C 0.15964 -0.23825 -2.87112
C 1.29466 0.47992 -3.23190
C 2.05488 0.02296 -4.38063
C 2.75426 0.91384 -5.24935
C 3.34540 0.44527 -6.42639
C 3.29448 -0.91744 -6.74448
C 2.62967 -1.82400 -5.91095
C 2.02350 -1.35955 -4.74061
H -5.50959 -2.46136 3.62296
H -4.90425 -0.79908 3.39108
H -5.09621 -1.87409 1.99013
H -3.13910 -2.77383 5.70207
H -1.43511 -2.55899 5.18766
H -2.50080 -1.14103 5.33057
H -3.27949 -4.84531 3.57696
H -3.35268 -4.46944 1.84976
H -1.79508 -4.50382 2.67887
H 0.01993 -2.08667 3.51570
H 2.01828 -3.53121 3.90038
H 3.14245 -4.61501 1.94444
H 2.23604 -4.27056 -0.37789
H 0.16325 -2.99272 -0.69770
H -1.51065 -4.21900 0.04815
H -3.08654 -4.98646 -1.72551
H -4.98853 -3.51448 -2.40822
H -5.20673 -1.23086 -1.40537
H -3.55350 -0.44385 0.24652
H -1.78781 0.42824 0.66979
H -0.25768 1.52262 1.86311
H -0.11171 0.04754 2.85903
H 2.02915 1.28838 1.48724
H 2.03994 -0.46417 1.73252
H 1.59241 1.09029 -0.74378
H 1.98498 -0.60022 -0.60815
H -1.66985 -0.41946 -1.73316
H -0.31002 -0.86755 -3.64918
H 1.52773 1.44704 -2.77261
H 2.77515 1.97432 -4.99843
H 3.83311 1.15048 -7.10220
H 3.76850 -1.26962 -7.65889
H 2.58331 -2.88316 -6.18348
H 1.48240 -2.06473 -4.09988
O 0.28206 4.10804 1.50022
C 0.92008 5.27544 1.97576
C 2.09349 5.52452 1.05170
C 2.40788 7.03973 1.08619
C 2.76087 7.40459 -0.35603
C 2.22767 6.22596 -1.22603
N 1.87543 5.19291 -0.31669
H -0.52003 3.96460 2.03021
H 0.23734 6.13481 1.95840
H 1.33705 5.16494 2.99222
H 2.95499 4.90302 1.36978
H 1.49488 7.57980 1.38122
H 3.16138 7.28012 1.84382
H 2.29002 8.35293 -0.63415
H 3.84930 7.49652 -0.46765
H 1.36516 6.60469 -1.79790
H 2.96826 5.87606 -1.96108
H 1.45578 4.32011 -0.61149
*
```

## Properties
Frontier orbital gap: 5.48 eV
E_LUMO: -4.3430 eV

Taken from the Löwdin analysis, the atomic charges in e are: number 1, C, carries -0.145; number 2, Si, carries 0.424; number 3, C, carries -0.151; number 4, C, carries -0.135; number 5, O, carries -0.170; number 6, C, carries -0.339; number 7, C, carries -0.150; number 8, C, carries -0.037; number 9, C, carries -0.053; number 10, C, carries -0.073; number 11, C, carries -0.059; number 12, C, carries -0.066; number 13, C, carries -0.171; number 14, C, carries -0.051; number 15, C, carries -0.053; number 16, C, carries -0.071; number 17, C, carries -0.064; number 18, C, carries -0.070; number 19, C, carries -0.151; number 20, C, carries -0.082; number 21, C, carries -0.116; number 22, C, carries -0.107; number 23, N, carries 0.017; number 24, C, carries 0.024; number 25, C, carries -0.047; number 26, C, carries 0.010; number 27, C, carries -0.216; number 28, C, carries -0.013; number 29, C, carries -0.062; number 30, C, carries -0.058; number 31, C, carries -0.060; number 32, C, carries -0.028; number 33, H, carries 0.043; number 34, H, carries 0.042; number 35, H, carries 0.024; number 36, H, carries 0.042; number 37, H, carries 0.030; number 38, H, carries 0.043; number 39, H, carries 0.047; number 40, H, carries 0.033; number 41, H, carries 0.041; number 42, H, carries 0.104; number 43, H, carries 0.116; number 44, H, carries 0.109; number 45, H, carries 0.112; number 46, H, carries 0.111; number 47, H, carries 0.116; number 48, H, carries 0.114; number 49, H, carries 0.113; number 50, H, carries 0.114; number 51, H, carries 0.124; number 52, H, carries 0.154; number 53, H, carries 0.108; number 54, H, carries 0.122; number 55, H, carries 0.117; number 56, H, carries 0.114; number 57, H, carries 0.112; number 58, H, carries 0.141; number 59, H, carries 0.139; number 60, H, carries 0.133; number 61, H, carries 0.127; number 62, H, carries 0.116; number 63, H, carries 0.114; number 64, H, carries 0.113; number 65, H, carries 0.115; number 66, H, carries 0.110; number 67, O, carries -0.086; number 68, C, carries -0.229; number 69, C, carries -0.358; number 70, C, carries -0.133; number 71, C, carries -0.149; number 72, C, carries -0.224; number 73, N, carries -0.046; number 74, H, carries 0.092; number 75, H, carries 0.118; number 76, H, carries 0.131; number 77, H, carries 0.142; number 78, H, carries 0.106; number 79, H, carries 0.118; number 80, H, carries 0.106; number 81, H, carries 0.107; number 82, H, carries 0.102; number 83, H, carries 0.102; number 84, H, carries 0.112

***

Computed calculated total energy, in the same sequence as the records: -3288.59404; -1871.85960 Ha.
Computed relative energy (zero: lowest compared OMol25 entry of this formula, charge and spin), in the same sequence as the records: 19.7; 7.4 kcal/mol.